Entry 1:
C9H25IN2Sn | ωB97M-V with the def2-TZVPD basis set

Last column: natural (NBO) charge in e.
Cartesian coordinates (Å):
C1 0.424 -1.016 -4.149  -0.610
C2 0.420 0.477 -4.479  -0.609
H1 1.445 -1.401 -4.094  0.228
H2 -0.101 -1.579 -4.931  0.258
H3 -0.086 -1.258 -3.207  0.148
H4 0.756 1.090 -3.637  0.162
H5 1.090 0.707 -5.315  0.257
H6 -0.574 0.820 -4.774  0.211
Sn1 0.016 0.046 -0.860  1.550
C3 -1.075 1.646 -1.937  -0.918
H7 -0.438 2.543 -1.951  0.253
H8 -2.034 1.888 -1.478  0.266
H9 -1.219 1.289 -2.962  0.277
I1 -2.140 -1.759 -0.984  -0.099
C4 2.598 -1.095 1.662  -0.433
N1 1.144 -1.220 1.639  -0.318
C5 0.761 -2.636 1.507  -0.451
C6 0.512 -0.604 2.820  -0.268
C7 -0.876 -0.079 2.491  -0.249
N2 -0.893 0.924 1.397  -0.494
C8 -2.276 1.406 1.191  -0.434
C9 0.025 2.063 1.654  -0.444
H10 3.026 -1.605 2.541  0.241
H11 2.876 -0.036 1.703  0.218
H12 3.021 -1.540 0.756  0.228
H13 1.070 -3.214 2.403  0.249
H14 -0.323 -2.736 1.370  0.231
H15 1.263 -3.073 0.630  0.234
H16 0.388 -1.370 3.608  0.259
H17 1.145 0.203 3.205  0.236
H18 -1.554 -0.901 2.213  0.233
H19 -1.288 0.389 3.401  0.243
H20 -2.701 1.752 2.148  0.234
H21 -2.282 2.235 0.475  0.214
H22 -2.888 0.587 0.801  0.230
H23 -0.197 2.523 2.635  0.238
H24 1.068 1.722 1.644  0.204
H25 -0.102 2.811 0.860  0.226

Summary:
- relative energy (zero: lowest compared OMol25 entry of this formula, charge and spin) (eV) = 0.640
- lowest unoccupied orbital energy (alpha / beta) (hartree) = -0.4241 / -0.4246
- orbital gap (alpha / beta) (eV) = 5.2977 / 5.2573
- spin multiplicity = 1
- charge = +2

Entry 2:
C9H26BF3O7Pt | ωB97M-V with the def2-TZVPD basis set

Last column: natural (NBO) charge in e.
Cartesian coordinates (Å):
Pt1 0.998 -0.704 -1.098  1.424
C1 -0.102 0.981 1.842  0.336
O1 -1.537 0.851 1.937  -0.576
O2 0.249 0.337 0.731  -0.939
C2 0.332 2.455 1.932  0.919
F1 -0.661 3.307 1.620  -0.326
F2 0.667 2.758 3.214  -0.344
F3 1.407 2.724 1.189  -0.329
C3 -2.105 1.040 3.229  -0.070
C4 -3.555 0.575 3.116  -0.618
H1 -4.188 1.225 2.520  0.222
H2 -3.621 -0.484 2.863  0.203
H3 -3.982 0.595 4.130  0.201
H4 -2.156 2.103 3.485  0.173
H5 -1.585 0.463 3.996  0.167
H6 0.289 0.467 2.735  0.113
B1 1.296 -2.065 -2.940  -0.882
H7 0.767 -2.790 -2.202  -0.032
H8 0.614 -1.175 -3.268  0.002
H9 2.255 -1.583 -2.496  0.008
H10 1.630 -2.602 -3.908  0.072
C5 -2.316 -1.095 -1.763  -0.091
C6 -3.359 -0.370 -0.925  -0.085
O3 -2.991 0.893 -0.426  -0.744
O4 -1.128 -1.442 -1.080  -0.725
H11 -2.011 -0.423 -2.573  0.193
H12 -2.759 -1.973 -2.246  0.177
H13 -3.658 -1.000 -0.075  0.149
H14 -4.229 -0.238 -1.569  0.182
H15 -2.245 0.785 0.197  0.511
H16 -1.334 -2.162 -0.471  0.490
C7 3.202 1.294 -1.821  -0.092
C8 1.938 2.143 -1.893  -0.109
O5 0.820 1.297 -2.240  -0.717
O6 3.015 0.247 -0.824  -0.734
H17 3.972 1.943 -1.394  0.190
H18 3.560 0.810 -2.728  0.204
H19 2.076 2.961 -2.603  0.190
H20 1.766 2.606 -0.920  0.215
H21 0.078 1.919 -2.274  0.505
H22 3.888 -0.074 -0.577  0.500
C9 2.676 -2.622 1.147  -0.246
O7 1.745 -2.555 0.087  -0.725
H23 3.405 -1.817 1.090  0.179
H24 2.264 -2.625 2.160  0.179
H25 3.256 -3.552 1.116  0.176
H26 1.359 -3.431 -0.019  0.502

Summary:
- relative energy (zero: lowest compared OMol25 entry of this formula, charge and spin) (eV) = 0.906
- lowest unoccupied orbital energy (alpha / beta) (hartree) = 0.0053 / -0.0048
- orbital gap (alpha / beta) (eV) = 8.3953 / 7.9344
- spin multiplicity = 3
- <S²> = 2.0032

Entry 3:
C9H27AuGeS4Si3 | ωB97M-V with the def2-TZVPD basis set

Last column: natural (NBO) charge in e.
Cartesian coordinates (Å):
Au1 0.026 0.071 0.053  0.403
S1 1.282 2.008 -1.099  -0.439
S2 2.016 3.336 0.153  0.041
S3 1.593 2.854 2.137  0.033
S4 0.594 1.162 2.291  -0.446
C1 -3.488 0.029 -2.509  -1.113
Si1 -2.267 -1.376 -2.771  1.312
C2 -1.024 -0.785 -4.050  -1.113
C3 -3.215 -2.823 -3.517  -1.113
Ge1 -1.153 -1.862 -0.735  -0.683
Si2 -2.751 -2.534 0.884  1.311
C4 -3.915 -1.106 1.255  -1.114
C5 -3.805 -4.017 0.394  -1.114
C6 -1.883 -2.958 2.496  -1.113
Si3 0.353 -3.656 -1.105  1.316
C7 1.615 -3.172 -2.411  -1.113
C8 -0.457 -5.262 -1.665  -1.113
C9 1.308 -4.024 0.472  -1.113
H1 -3.925 0.358 -3.458  0.219
H2 -2.975 0.879 -2.050  0.246
H3 -4.303 -0.266 -1.843  0.225
H4 -1.523 -0.421 -4.954  0.219
H5 -0.333 -1.582 -4.338  0.226
H6 -0.429 0.032 -3.630  0.246
H7 -3.709 -2.533 -4.450  0.221
H8 -3.980 -3.184 -2.824  0.227
H9 -2.545 -3.660 -3.732  0.227
H10 -4.524 -0.846 0.385  0.226
H11 -3.330 -0.222 1.526  0.247
H12 -4.587 -1.345 2.085  0.219
H13 -4.370 -3.807 -0.519  0.227
H14 -4.519 -4.274 1.184  0.221
H15 -3.181 -4.894 0.200  0.227
H16 -1.232 -2.128 2.787  0.246
H17 -1.258 -3.849 2.396  0.225
H18 -2.602 -3.134 3.302  0.220
H19 1.149 -3.052 -3.392  0.226
H20 2.406 -3.925 -2.498  0.219
H21 2.074 -2.216 -2.143  0.246
H22 -1.000 -5.119 -2.603  0.227
H23 -1.175 -5.616 -0.919  0.227
H24 0.291 -6.047 -1.819  0.221
H25 1.762 -3.104 0.849  0.246
H26 2.101 -4.758 0.295  0.219
H27 0.652 -4.413 1.255  0.227

Summary:
- lowest unoccupied orbital energy (alpha / beta) (hartree) = 0.1078 / 0.0564
- orbital gap (alpha / beta) (eV) = 7.1097 / 5.9844
- spin multiplicity = 2
- <S²> = 0.7563
- charge = -1

Entry 4:
C9H28I2N6Nd | ωB97M-V with the def2-TZVPD basis set

Last column: natural (NBO) charge in e.
Cartesian coordinates (Å):
Nd1 0.047 -0.433 0.368  1.939
N1 -1.950 1.224 -0.094  -0.908
C1 -1.461 2.445 -0.801  -0.241
C2 -0.482 2.084 -1.911  -0.254
N2 0.667 1.231 -1.484  -0.538
C3 1.124 0.444 -2.671  -0.245
C4 0.259 -0.774 -2.949  -0.248
N3 0.468 -1.791 -1.876  -0.901
C5 1.820 2.063 -1.024  -0.246
C6 1.638 2.664 0.361  -0.243
N4 1.341 1.599 1.369  -0.930
H1 -2.639 0.785 -0.704  0.399
H2 -2.498 1.547 0.701  0.413
H3 -1.018 3.108 -0.065  0.211
H4 -2.287 2.996 -1.254  0.249
H5 -0.120 3.008 -2.369  0.248
H6 -1.035 1.552 -2.686  0.221
H7 2.140 0.093 -2.479  0.219
H8 1.169 1.083 -3.556  0.249
H9 0.531 -1.161 -3.931  0.255
H10 -0.804 -0.524 -2.977  0.203
H11 1.407 -2.164 -1.999  0.402
H12 -0.120 -2.592 -2.098  0.410
H13 2.013 2.875 -1.731  0.245
H14 2.705 1.424 -1.008  0.220
H15 0.841 3.400 0.368  0.215
H16 2.553 3.198 0.619  0.249
H17 0.892 2.043 2.169  0.414
H18 2.233 1.284 1.744  0.415
I1 3.156 -1.825 0.474  0.242
C7 3.600 -2.113 2.557  -0.662
I2 2.221 -1.081 3.815  0.238
H19 4.595 -1.722 2.732  0.265
H20 3.535 -3.175 2.762  0.261
N5 -1.264 -0.925 2.601  -0.915
C8 -2.132 -2.135 2.457  -0.243
C9 -2.921 -2.059 1.165  -0.238
N6 -1.989 -2.124 -0.001  -0.908
H21 -0.702 -1.066 3.437  0.416
H22 -1.880 -0.154 2.855  0.398
H23 -2.823 -2.230 3.294  0.250
H24 -1.491 -3.019 2.456  0.215
H25 -3.470 -1.117 1.122  0.202
H26 -3.652 -2.867 1.138  0.250
H27 -2.550 -2.007 -0.842  0.406
H28 -1.668 -3.090 -0.055  0.402

Summary:
- lowest unoccupied orbital energy (alpha / beta) (hartree) = -0.3756 / -0.3507
- orbital gap (alpha / beta) (eV) = 8.3639 / 9.0443
- spin multiplicity = 4
- <S²> = 3.7531
- charge = +3